This record from OMol25 describes a 3-piece molecular cluster, C4H16NO2S overall. The level of theory is the ωB97M-V functional and the def2-TZVPD basis.

Element x y z (Å)
C 0.4692 0.7366 1.3757
C 1.0562 1.2908 -0.0267
C 1.0513 0.2598 -1.1478
S 2.2842 -0.9229 -0.7535
C 2.9874 -1.6412 -2.2075
N -0.8391 -0.1297 0.9364
H 1.2975 0.1346 1.7471
H 0.1781 1.4283 2.2115
H 2.0255 1.8817 0.0088
H 0.3562 2.0807 -0.3075
H 1.3301 0.7794 -2.1640
H 0.0510 -0.2164 -1.3780
H 2.4064 -1.3540 -2.9800
H 2.9699 -2.8982 -2.1654
H 4.0738 -1.2818 -2.4421
H -0.6104 -1.1551 0.9285
H -1.6025 -0.2675 1.7391
H -1.2042 0.2600 0.0078
H -3.6121 1.8489 -1.2631
H -2.9656 0.6597 -1.8449
O -3.1668 1.0039 -0.9150
H -2.4776 -1.3103 4.0289
H -3.5408 -0.5889 3.2362
O -2.5175 -0.5985 3.3753

Calculated values
Energy: -20819.8598 eV
Molar mass: 142.24 g/mol
Spin multiplicity: 1
Net charge: +1
Energy above the lowest of the compared OMol25 structures with the same formula, charge and spin: 55.0 kcal per mole
Orbital gap: 8.71 eV